Here is a gas-phase ion, C4H12N2O (charge +1) in a non-equilibrium geometry from OMol25. Energies are from the ωB97M-V functional and the def2-TZVPD basis.

Atoms and positions in Å:
C -0.333 -0.749 0.483
N 0.899 0.003 0.417
C 1.895 -0.425 -0.527
O 3.098 0.234 -0.306
C -1.468 0.230 0.397
C -2.906 -0.338 0.494
N -1.232 1.006 -0.776
H -0.463 -1.410 1.336
H -0.370 -1.402 -0.397
H 1.342 0.202 1.312
H 1.574 -0.270 -1.563
H 2.080 -1.509 -0.499
H 3.006 1.133 -0.642
H -1.424 0.947 1.218
H -3.229 -0.806 -0.441
H -3.574 0.470 0.767
H -2.977 -1.123 1.238
H -1.920 1.727 -0.968
H -0.736 0.622 -1.572

Values from the calculation:
* spin multiplicity: 2
* total charge: +1
* highest occupied orbital energy (alpha / beta): -15.1090 / -13.6422 eV
* energy above the lowest of the compared OMol25 structures with the same formula, charge and spin: 99.4 kJ/mol
* electronic energy: -344.02466 hartree

Here is C5H7NO in the gas phase from OMol25. Energies are from the ωB97M-V functional and the def2-TZVPD basis.

Atoms and positions in Å:
O 2.001 -0.134 0.285
C 1.772 1.136 0.735
N 0.847 1.571 1.470
C -1.179 0.423 -0.619
C -1.591 -1.036 -0.765
C -0.258 -0.664 -0.288
C 0.958 -1.016 0.070
H 2.568 1.792 0.385
H 0.189 0.829 1.711
H -0.986 1.006 -1.516
H -1.619 0.993 0.197
H -2.318 -1.418 -0.053
H -1.673 -1.436 -1.772
H 1.288 -2.047 0.159

Values from the calculation:
* highest occupied orbital energy: -9.2458 eV
* energy above the lowest of the compared OMol25 structures with the same formula, charge and spin: 263.9 kJ/mol
* electronic energy: -324.62396 hartree
* structure (SMILES): [H]/N=C\OC=C1CC1

Here is 2 unconnected molecules or ions with the total composition C3H8IN in a non-equilibrium geometry from OMol25. Energies are from the ωB97M-V functional and the def2-TZVPD basis.

Atoms and positions in Å:
C -1.804 -1.002 -0.212
C 0.194 1.355 -0.035
C -0.333 -0.958 0.018
N 0.492 -0.024 0.092
I 4.453 -0.033 -0.073
H -2.198 -0.085 -0.539
H -1.979 -1.989 -0.629
H -2.293 -1.032 0.773
H 1.038 2.095 0.017
H -0.376 1.478 -1.013
H -0.353 1.734 0.751
H 3.000 0.455 0.584
H 0.158 -1.994 0.268

Values from the calculation:
* highest occupied orbital energy: -9.1307 eV
* energy above the lowest of the compared OMol25 structures with the same formula, charge and spin: 68.0 kJ/mol
* electronic energy: -471.48824 hartree
* structure (SMILES): C/C=N\C.I

Here is a molecular structure, CH3N2O4 in a non-equilibrium geometry from OMol25. Energies are from the ωB97M-V functional and the def2-TZVPD basis.

Atoms and positions in Å:
C 0.458 -0.723 -0.035
N 0.181 0.541 0.390
N 0.332 1.601 -0.326
O -0.002 2.670 0.167
O 0.805 1.575 -1.498
O 0.995 -0.913 -1.260
O 0.246 -1.675 0.686
H -1.646 -1.553 1.765
H 1.068 -0.003 -1.674
H -2.437 -1.521 1.786

Values from the calculation:
* total charge: -1
* highest occupied orbital energy: -5.5489 eV
* energy above the lowest of the compared OMol25 structures with the same formula, charge and spin: 49.7 kJ/mol
* electronic energy: -450.33816 hartree

Here is CH3ClFN in the gas phase in a non-equilibrium geometry from OMol25. Energies are from the ωB97M-V functional and the def2-TZVPD basis.

Atoms and positions in Å:
C 0.063 -0.219 -0.093
N 0.547 -1.442 -0.707
F 1.197 -1.116 -1.962
Cl -0.761 -2.518 -1.127
H 0.946 0.429 -0.018
H -0.846 0.167 -0.518
H -0.255 -0.653 0.777

Values from the calculation:
* highest occupied orbital energy: -10.1641 eV
* energy above the lowest of the compared OMol25 structures with the same formula, charge and spin: 166.2 kJ/mol
* electronic energy: -654.59267 hartree
* structure (SMILES): CN(F)Cl

Here is 6 unconnected molecules or ions with the total composition C32H42F3N6O2P2S in a non-equilibrium geometry from OMol25. Energies are from the ωB97M-V functional and the def2-TZVPD basis.

Atoms and positions in Å:
N 4.177 -3.914 0.330
C 3.313 -3.546 -0.853
C 1.929 -2.870 -0.376
C 1.142 -2.370 -1.670
P 0.783 -0.493 -1.744
C 2.369 -0.076 -2.736
C 3.655 0.203 -1.805
C 3.477 1.484 -0.883
F 2.296 2.225 -0.788
C 4.593 1.838 -0.087
F 4.583 1.833 1.307
F 5.769 2.164 -0.776
P -1.175 -0.705 -0.653
O -1.300 -2.179 0.207
O -1.133 0.540 0.570
S -2.699 -0.318 -1.813
H 4.218 -3.100 0.956
H 3.615 -4.622 0.822
H 3.117 -4.539 -1.380
H 3.895 -2.895 -1.570
H 2.213 -2.057 0.357
H 1.382 -3.703 0.175
H 1.802 -2.633 -2.567
H 0.211 -3.020 -1.797
H 0.019 -0.740 -2.963
H 0.432 0.924 -1.830
H 1.405 -0.232 -0.456
H 2.169 0.924 -3.259
H 2.611 -0.807 -3.568
H 3.986 -0.697 -1.215
H 4.491 0.477 -2.536
H -1.913 -1.978 0.949
H -0.401 0.235 1.147
N -4.201 3.183 -0.208
C -2.969 2.970 0.281
C -2.324 3.839 1.149
C -2.986 4.995 1.532
C -4.260 5.240 1.040
C -4.819 4.308 0.181
H -2.490 2.055 -0.050
H -1.330 3.615 1.514
H -2.513 5.699 2.208
H -4.805 6.134 1.318
H -5.814 4.453 -0.228
N -2.115 9.006 0.632
C -1.315 10.078 0.549
C -0.012 10.033 0.080
C 0.499 8.809 -0.324
C -0.307 7.684 -0.247
C -1.599 7.834 0.233
H -1.757 11.011 0.880
H 0.589 10.933 0.033
H 1.515 8.732 -0.696
H 0.057 6.711 -0.554
H -2.268 6.984 0.308
N 0.242 -6.164 1.612
C -0.154 -7.403 1.287
C -1.409 -7.706 0.787
C -2.314 -6.668 0.614
C -1.931 -5.378 0.943
C -0.650 -5.179 1.433
H 0.588 -8.181 1.443
H -1.674 -8.726 0.540
H -3.306 -6.864 0.227
H -2.611 -4.545 0.821
H -0.303 -4.187 1.700
N -4.067 -7.788 3.117
C -3.193 -8.575 3.757
C -3.552 -9.713 4.463
C -4.894 -10.057 4.514
C -5.820 -9.257 3.861
C -5.358 -8.143 3.180
H -2.156 -8.263 3.690
H -2.801 -10.314 4.960
H -5.215 -10.939 5.057
H -6.876 -9.495 3.879
H -6.043 -7.488 2.650
N 4.437 6.898 -3.851
C 5.318 6.113 -3.215
C 4.969 4.965 -2.521
C 3.629 4.607 -2.477
C 2.697 5.404 -3.125
C 3.149 6.529 -3.794
H 6.352 6.436 -3.275
H 5.724 4.367 -2.028
H 3.315 3.718 -1.944
H 1.643 5.155 -3.111
H 2.458 7.182 -4.319

Values from the calculation:
* total charge: -1
* highest occupied orbital energy: -4.5152 eV
* electronic energy: -3103.91262 hartree